Density functional theory data (ωB97M-V/def2-TZVPD) for a cluster of 3 separate species, C18H41N2O8PS in total.

Calculated values
Frontier orbital gap in Eh: 0.33036
Net charge: 0

The geometry in XYZ format:
```
71
Properties=species:S:1:pos:R:3:lowdin_charge:R:1
O 1.43984 6.74615 2.58142 -0.408
P 2.12705 6.21226 1.38218 0.743
C 1.46973 4.58375 0.93838 -0.375
O 1.82513 4.06934 -0.34959 0.047
C 1.01333 2.95984 -0.46014 -0.539
O 1.28357 1.98976 -1.09881 0.167
O -0.10451 3.13947 0.26298 0.047
C -0.05556 4.45964 0.90919 -0.254
C -0.79326 5.49263 0.04611 -0.150
C -1.92551 6.23854 0.76604 -0.245
C -3.29587 5.53674 0.78856 -0.536
S -3.26067 3.75779 1.11285 0.778
H 3.50725 6.00983 1.54203 0.024
H 2.00235 6.97163 0.20532 0.026
H 1.79878 3.86041 1.69905 0.150
H -0.45799 4.36182 1.91476 0.146
H -0.06517 6.24511 -0.27973 0.095
H -1.14396 5.00247 -0.86869 0.133
H -2.06932 7.19799 0.25336 0.112
H -1.61956 6.49070 1.78823 0.114
H -3.88966 5.92050 1.62308 0.066
H -3.84700 5.72884 -0.13576 0.071
H -2.67586 3.21824 0.03732 -0.116
C -5.35351 -3.43559 2.29917 -0.120
O -4.05997 -3.20105 2.81559 -0.197
C -3.04172 -4.00421 2.23102 -0.220
C -2.05739 -3.14674 1.46825 -0.220
N -2.67494 -2.57511 0.28096 -0.046
C -1.84614 -1.59628 -0.41629 -0.192
C -1.51402 -0.30267 0.30952 -0.220
O -2.62461 0.54428 0.53426 -0.207
C -3.35726 0.33774 1.72920 -0.109
H -6.04559 -2.82041 2.87142 0.087
H -5.42970 -3.16210 1.24107 0.082
H -5.64205 -4.48563 2.41139 0.087
H -3.47952 -4.76024 1.57270 0.121
H -2.51622 -4.52008 3.04003 0.121
H -1.20954 -3.76626 1.16004 0.123
H -1.67822 -2.38200 2.16188 0.108
H -3.54765 -2.13588 0.54790 0.077
H -2.35766 -1.33800 -1.34723 0.121
H -0.90063 -2.07231 -0.69542 0.107
H -0.82982 0.26496 -0.32762 0.111
H -0.98332 -0.48509 1.25289 0.112
H -2.72551 -0.04929 2.53357 0.094
H -4.21142 -0.33056 1.58383 0.080
H -3.73365 1.31535 2.01217 0.022
C 2.21976 -1.57920 0.46645 -0.112
O 1.72618 -1.86328 -0.82642 -0.212
C 2.19667 -0.97376 -1.83677 -0.219
C 3.05262 -1.71843 -2.83590 -0.213
N 4.30454 -2.15045 -2.22983 -0.050
C 5.11369 -3.02816 -3.06663 -0.204
C 4.54884 -4.40236 -3.40619 -0.230
O 4.42325 -5.26156 -2.28937 -0.179
C 3.19697 -5.18090 -1.58908 -0.102
H 1.72376 -2.25918 1.15845 0.086
H 3.30223 -1.73336 0.53675 0.083
H 1.99115 -0.54920 0.75908 0.083
H 2.74958 -0.14390 -1.39066 0.112
H 1.32563 -0.55771 -2.34997 0.119
H 3.27627 -1.05489 -3.67636 0.125
H 2.45650 -2.55810 -3.22179 0.109
H 4.09648 -2.62708 -1.36143 0.075
H 6.06876 -3.17969 -2.55769 0.117
H 5.33324 -2.50537 -4.00328 0.117
H 5.25402 -4.88939 -4.08505 0.120
H 3.59190 -4.33455 -3.93786 0.109
H 2.36765 -4.93516 -2.25830 0.089
H 3.22833 -4.44257 -0.78244 0.072
H 3.00898 -6.15806 -1.14418 0.087
```

***

Density functional theory data (ωB97M-V/def2-TZVPD) for a structure of composition C18H41N2OP3SSm at a distorted geometry.

Calculated values
⟨S²⟩: 8.775
Spin multiplicity: 6
Energy relative to the best compared isomer or geometry (same formula, charge and spin) in kcal/mol: 36.05
Frontier orbital gap (alpha / beta) in Eh: 0.15074 / 0.17179
Net charge: +3

The geometry in XYZ format:
```
67
Properties=species:S:1:pos:R:3:lowdin_spin:R:1
Sm -0.39479 -0.28482 0.51263 5.112
P -1.26025 1.70026 -1.42783 -0.015
P -3.06757 -1.25129 0.47228 -0.019
P 1.74424 1.39138 1.54151 -0.015
H 0.01536 -3.42363 0.81172 0.000
C 0.55053 -2.67189 1.42536 -0.006
C 0.00894 -2.06990 2.54250 -0.003
H -0.91103 -2.39624 3.00189 0.000
C -0.59023 0.78925 -2.87021 -0.001
C -2.92173 2.03188 -2.06550 -0.004
C -0.36936 3.28324 -1.64438 -0.001
C -3.39481 -2.61980 1.64238 -0.002
C -4.65367 -0.33424 0.56850 -0.003
C -3.10494 -2.07840 -1.17262 -0.003
C 2.70462 0.62518 2.90232 -0.002
C 1.91020 3.19404 1.84867 -0.003
C 2.93378 1.11465 0.16962 -0.001
H 1.62427 -2.61373 1.15465 0.000
H 0.52367 -1.32666 3.14600 0.001
H -0.71890 1.36045 -3.79264 0.000
H -1.00257 -0.21413 -3.00724 0.000
H 0.48310 0.76380 -2.66056 0.000
H -2.82114 2.62875 -2.97809 -0.001
H -3.50386 2.59467 -1.33087 0.000
H -3.42245 1.09110 -2.31859 0.000
H -0.65783 3.73723 -2.60048 0.000
H 0.72043 3.14688 -1.65093 0.000
H -0.64187 3.97477 -0.83872 0.000
H -4.08519 -3.33225 1.16786 0.000
H -3.83549 -2.21722 2.56495 0.000
H -2.46173 -3.12860 1.90778 0.000
H -5.46617 -0.99370 0.21831 -0.001
H -4.58162 0.55326 -0.07764 0.000
H -4.87748 0.00747 1.59034 0.000
H -4.08515 -2.57682 -1.23933 -0.001
H -2.28843 -2.81658 -1.25003 0.000
H -2.97714 -1.35488 -1.99653 0.000
H 3.77980 0.82458 2.81148 0.000
H 2.55957 -0.46083 2.89641 0.000
H 2.35566 1.01056 3.86625 0.000
H 2.96377 3.50719 1.93045 -0.001
H 1.40090 3.46757 2.78498 0.000
H 1.44161 3.75970 1.02815 0.000
H 3.89121 1.59997 0.40600 0.000
H 2.57232 1.48379 -0.80036 0.000
H 3.09773 0.03814 0.03029 0.000
C 3.60141 -0.60684 -2.65364 0.000
C 3.57944 -0.91068 -4.02941 0.000
C 4.61847 -1.72001 -4.53799 0.000
C 5.61559 -2.23237 -3.67315 0.000
C 5.65945 -1.80962 -2.32680 0.000
C 4.70277 -0.91893 -1.82964 0.000
O 2.39626 -0.25606 -2.04619 0.000
H 1.60785 -0.45287 -2.60048 0.000
H 2.74022 -0.61757 -4.66317 0.000
H 4.64058 -1.97492 -5.60804 0.000
H 6.35261 -2.98440 -4.02791 0.000
H 6.45232 -2.19299 -1.67403 0.000
H 4.75738 -0.55439 -0.80337 0.000
N -2.83894 -0.26383 4.44511 -0.002
C -2.95412 0.73983 3.57764 -0.004
N -4.05696 1.50686 3.65556 -0.002
S -1.74975 1.13092 2.40662 -0.022
H -3.44116 -0.30171 5.24593 0.000
H -2.00527 -0.83057 4.43789 0.000
H -4.17220 2.29973 3.04074 0.000
H -4.69226 1.43626 4.44361 0.000
```

***

Density functional theory data (ωB97M-V/def2-TZVPD) for a structure of composition C18H41N2OP3SZr at a distorted geometry.

Calculated values
Energy relative to the best compared isomer or geometry (same formula, charge and spin) in kcal/mol: 0.00
Frontier orbital gap (alpha / beta) in Eh: 0.12459 / 0.12486
Net charge: +4

The geometry in XYZ format:
```
67
Properties=species:S:1:pos:R:3:nbo_charge:R:1
Zr -0.45399 -0.25274 -1.26212 1.572
P 1.53230 0.89970 0.61991 0.811
P -1.39377 2.14384 -1.68436 0.842
P 1.90734 -0.58455 -2.57662 0.782
H -1.69960 -3.12209 -1.14500 0.302
C -0.60513 -2.98746 -1.20122 -0.692
C 0.01903 -2.62503 0.12170 -0.249
H -0.58411 -2.88134 1.00553 0.246
C 1.17069 1.45156 2.33618 -0.921
C 2.23974 2.51110 0.07791 -0.916
C 3.06610 -0.03366 1.04114 -0.917
C -3.11923 1.99813 -2.27184 -0.916
C -1.48731 3.21035 -0.23611 -0.929
C -0.58666 3.02410 -3.03539 -0.935
C 2.77685 -2.11645 -2.07669 -0.916
C 3.29033 0.61924 -2.60104 -0.911
C 1.73376 -0.82388 -4.38504 -0.915
H -0.22234 -3.86615 -1.75013 0.344
H 1.09302 -2.84377 0.15716 0.248
H 0.95358 0.59384 2.98302 0.251
H 0.32989 2.15198 2.35178 0.249
H 2.05408 1.97467 2.72379 0.282
H 1.44598 3.25931 -0.03073 0.245
H 2.76707 2.41528 -0.87496 0.251
H 2.94487 2.86656 0.84353 0.287
H 2.79298 -1.00641 1.46883 0.245
H 3.62957 0.52490 1.80134 0.286
H 3.71062 -0.19499 0.17123 0.243
H -3.13778 2.16382 -3.35690 0.272
H -3.73198 2.74086 -1.74726 0.293
H -3.50899 0.98910 -2.07910 0.246
H -1.95714 4.14218 -0.56870 0.292
H -0.48460 3.38986 0.16571 0.247
H -2.08681 2.71120 0.53660 0.262
H -1.29272 3.76749 -3.43034 0.297
H -0.31108 2.31464 -3.83186 0.256
H 0.33110 3.50960 -2.67756 0.272
H 3.30097 -2.53392 -2.94392 0.296
H 2.07333 -2.87027 -1.70728 0.222
H 3.51177 -1.91234 -1.28937 0.275
H 3.99315 0.34440 -3.40279 0.299
H 3.83194 0.64705 -1.64707 0.256
H 2.89751 1.62093 -2.82376 0.258
H 2.62170 -1.35130 -4.76412 0.287
H 1.64868 0.15630 -4.87695 0.273
H 0.84336 -1.41870 -4.62154 0.245
C -2.00651 -1.30552 -3.89520 0.408
C -3.12471 -0.79193 -4.56424 -0.201
C -3.42397 -1.26597 -5.84702 -0.163
C -2.70443 -2.30240 -6.41670 -0.004
C -1.74726 -2.94460 -5.64234 -0.169
C -1.41090 -2.49288 -4.35967 -0.250
O -1.45002 -0.60161 -2.86861 -0.781
H -0.28771 -2.14407 -1.91579 0.149
H -3.65608 0.03462 -4.11038 0.251
H -4.21493 -0.77815 -6.39960 0.279
H -2.90218 -2.63669 -7.44276 0.284
H -1.25559 -3.83034 -6.02805 0.274
H -0.70376 -3.04903 -3.73803 0.226
N -0.54062 -1.04842 2.95735 -0.759
C -1.55977 -0.27303 2.51197 0.389
N -2.12374 0.52012 3.44605 -0.703
S -2.13931 -0.22470 0.87713 -0.112
H -0.52514 -1.28705 3.94016 0.449
H -0.10436 -1.70759 2.31717 0.414
H -2.85642 1.16565 3.16991 0.449
H -1.75196 0.59708 4.38775 0.450
```